No. 1
The following is a quantum chemistry calculation of C20H26N2O4 in the gas phase in a non-equilibrium geometry, from the Open Molecules 2025 dataset.

Geometry as XYZ:
```
52
Properties=species:S:1:pos:R:3:lowdin_charge:R:1
C -4.27070 -3.38724 1.23027 -0.05
C -4.32719 -2.04096 0.57248 -0.27
C -5.38382 -1.68782 -0.24672 -0.02
C -5.43536 -0.43514 -0.85230 -0.27
C -6.59247 -0.07693 -1.73483 -0.05
C -4.40995 0.46173 -0.62394 0.03
C -3.33821 0.12100 0.20122 -0.24
O -2.38495 1.08929 0.35308 -0.05
C -1.27805 0.83035 1.19140 -0.15
C -0.41578 2.10108 1.19174 -0.33
O -1.15200 3.16933 1.73615 -0.02
C 0.10194 2.45288 -0.22930 -0.13
N 1.42807 2.00687 -0.58282 -0.17
C 1.61053 0.57368 -0.66702 -0.16
C 2.92769 0.29476 -1.40080 -0.12
N 4.01504 0.90951 -0.68183 -0.04
C 5.02594 0.31916 -0.00249 -0.39
O 5.87165 0.98071 0.58463 0.06
C 5.15704 -1.15170 0.01614 -0.17
C 6.28801 -1.83755 0.38342 0.01
C 5.96480 -3.20900 0.32092 -0.05
C 4.66107 -3.26583 -0.06653 -0.11
O 4.16315 -2.03444 -0.25390 0.02
C 3.82931 2.34060 -0.55720 -0.11
C 2.50957 2.61911 0.16505 -0.16
C -3.29861 -1.12935 0.79605 0.01
H -4.30009 -3.27987 2.31412 0.08
H -3.34489 -3.89954 0.97202 0.08
H -5.10879 -4.00633 0.92169 0.07
H -6.18448 -2.39188 -0.42177 0.12
H -6.48173 0.92718 -2.13511 0.07
H -6.66609 -0.77785 -2.56527 0.08
H -7.52479 -0.12790 -1.17396 0.08
H -4.41668 1.44132 -1.07673 0.12
H -0.70391 -0.02856 0.82422 0.12
H -1.61706 0.62596 2.21627 0.14
H 0.43037 1.95647 1.87078 0.15
H -1.98709 3.21467 1.25309 0.10
H 0.09848 3.54382 -0.31028 0.13
H -0.59677 2.05501 -0.97061 0.13
H 0.78109 0.14480 -1.23303 0.13
H 1.65369 0.09254 0.32665 0.13
H 3.08175 -0.77444 -1.51193 0.11
H 2.87588 0.75578 -2.39409 0.13
H 7.22229 -1.39398 0.65720 0.12
H 6.60900 -4.03580 0.53786 0.10
H 3.99690 -4.09053 -0.23700 0.12
H 4.67286 2.74477 0.00329 0.12
H 3.80049 2.78284 -1.55756 0.13
H 2.33748 3.69517 0.21474 0.13
H 2.58603 2.22920 1.19424 0.13
H -2.48068 -1.41701 1.43831 0.11
```

## Properties
Lowest unoccupied orbital energy = 0.604 eV
HOMO level = -8.5 eV
Electronic energy = -1188.1601 hartree
Gap between HOMO and LUMO = 9.07 eV
Molecular weight = 358.438 g mol⁻¹

***

No. 2
The following is a quantum chemistry calculation of a molecular structure, C21H35FeIN10OS, from the Open Molecules 2025 dataset.

Geometry as XYZ:
```
70
Properties=species:S:1:pos:R:3:lowdin_charge:R:1
Fe -0.24214 -0.44618 0.17475 0.76
C 1.93459 -2.60363 0.07658 -0.15
N 3.25249 -2.97850 -0.32671 -0.07
C 4.23077 -2.03390 0.22006 -0.12
N 3.96869 -0.67613 -0.27699 -0.07
C 2.65993 -0.25960 0.12081 -0.18
N 1.57787 -1.20280 -0.41673 -0.17
C 1.73499 -1.23319 -1.93450 -0.16
N 3.06007 -1.62010 -2.30746 -0.07
C 3.34671 -2.96546 -1.79399 -0.12
C 4.04276 -0.68770 -1.74704 -0.12
H 1.86433 -2.61765 1.16160 0.12
H 1.20577 -3.29457 -0.35338 0.14
H 5.22995 -2.33799 -0.08266 0.14
H 4.17708 -2.03960 1.30996 0.14
H 2.45828 0.73635 -0.27161 0.10
H 2.58681 -0.25027 1.21222 0.12
H 1.50788 -0.23538 -2.31485 0.11
H 1.00862 -1.94204 -2.32742 0.12
H 4.35532 -3.24910 -2.08481 0.14
H 2.64167 -3.68112 -2.21679 0.14
H 3.85841 0.31725 -2.12988 0.14
H 5.04087 -0.99882 -2.04654 0.14
C -3.00477 -2.71010 -2.84760 0.06
N -3.28298 -2.10588 -1.52492 0.00
C -4.55544 -2.01682 -1.02186 0.03
C -4.80561 -1.47944 0.18989 0.05
C -3.69680 -1.01076 0.95207 -0.31
N -2.45845 -1.08595 0.43017 0.13
C -2.27476 -1.63276 -0.77423 -0.47
O -1.05816 -1.65886 -1.17688 -0.08
N -3.84555 -0.51439 2.17179 0.23
H -3.94162 -2.79215 -3.38921 0.11
H -2.56608 -3.69661 -2.71846 0.12
H -2.31660 -2.07316 -3.39382 0.11
H -5.34094 -2.40490 -1.65630 0.16
H -5.81471 -1.41516 0.56968 0.14
H -4.75425 -0.47181 2.60589 0.14
H -3.04508 -0.23734 2.71488 0.12
I -1.07282 -4.74056 3.99270 1.06
C -0.46090 -2.80197 3.66308 -0.72
C -0.04387 -1.97269 4.70437 -0.06
C 0.36923 -0.67910 4.41991 0.00
C 0.35702 -0.24164 3.11090 -0.11
N -0.04410 -1.03736 2.10416 -0.07
C -0.44809 -2.29339 2.37837 -0.22
H -0.03972 -2.33626 5.72458 0.13
H 0.70705 -0.01860 5.20681 0.13
H 0.69031 0.75470 2.84825 0.10
H -0.76565 -2.90230 1.54047 0.10
C 0.07269 5.20802 0.84961 0.01
N -0.47596 3.86940 0.53696 -0.17
C -0.94022 3.14065 1.71704 -0.05
C -0.35705 3.29912 -0.65465 -0.57
S -0.23716 1.52911 -0.78780 0.82
N -0.32037 3.96010 -1.79321 -0.16
C 0.14574 3.38578 -3.06839 -0.03
C -0.91725 5.30332 -1.95363 0.01
H 0.61071 5.12271 1.79232 0.11
H -0.71887 5.94594 0.96436 0.11
H 0.77467 5.52251 0.08591 0.10
H -1.43228 3.85159 2.37700 0.11
H -0.09425 2.69785 2.24768 0.08
H -1.65782 2.37388 1.43989 0.07
H 0.86754 2.59479 -2.90519 0.06
H 0.62030 4.18326 -3.63511 0.11
H -0.70420 3.00441 -3.63383 0.11
H -1.64442 5.49579 -1.17267 0.10
H -1.42818 5.31070 -2.91370 0.11
H -0.15202 6.07642 -1.96191 0.11
```

## Properties
Lowest unoccupied orbital energy (spin up / spin down) = -8.178 / -10.596 eV
2S+1 = 6
HOMO level (spin up / spin down) = -16.3 / -16.3 eV
<S²> = 8.7664
Total charge = +3
Electronic energy = -3402.7283 hartree
Gap between HOMO and LUMO (spin up / spin down) = 8.13 / 5.67 eV
Molecular weight = 658.396 g mol⁻¹

***

No. 3
The following is a quantum chemistry calculation of C5H7BrClN in the gas phase in a non-equilibrium geometry, from the Open Molecules 2025 dataset.

Geometry as XYZ:
```
15
Properties=species:S:1:pos:R:3:lowdin_charge:R:1
C -0.30904 0.19681 0.47707 -0.43
C -0.44904 -0.94548 -0.46167 -0.17
C 1.04180 -2.85487 -0.17852 -0.66
C -1.46154 1.15468 0.18939 -0.12
C 1.10321 0.91586 0.34410 -0.61
N 0.40454 -1.85371 -0.46255 -0.03
Cl 2.34543 -3.45283 -0.89221 0.69
Br 1.45785 1.23166 -1.47619 0.70
H -0.33076 0.00521 1.47677 0.10
H -1.26660 -0.83752 -1.10535 0.11
H -1.50790 1.62528 -0.82734 0.08
H -2.38075 0.57315 0.38396 0.08
H -1.65558 2.13853 0.77459 0.11
H 1.14676 1.86137 0.88015 0.05
H 1.86161 0.24187 0.87780 0.09
```

## Properties
Lowest unoccupied orbital energy = 0.475 eV
HOMO level = -7.9 eV
Electronic energy = -3283.5573 hartree
Gap between HOMO and LUMO = 8.36 eV
Molecular weight = 196.475 g mol⁻¹

***

No. 4
The following is a quantum chemistry calculation of 3 unconnected molecules or ions with the total composition C4H13NO2 in a non-equilibrium geometry, from the Open Molecules 2025 dataset.

Geometry as XYZ:
```
20
Properties=species:S:1:pos:R:3:lowdin_charge:R:1
C -1.02993 2.31595 0.81967 -0.11
C 0.00448 1.62015 -0.05083 -0.15
C 0.77762 0.61024 0.42213 -0.43
C 1.87935 0.03671 -0.42433 -0.04
N 0.52648 -0.06563 1.60230 0.10
H -1.94937 2.42708 0.24074 0.06
H -0.72830 3.31528 1.14111 0.07
H -1.21581 1.77413 1.74575 0.05
H 0.52077 2.30079 -0.72473 0.10
H 2.85346 0.31215 -0.00321 0.09
H 1.83329 -1.04076 -0.44758 0.07
H 1.85863 0.47786 -1.38727 0.07
H 0.14800 0.41438 2.39528 0.08
H 1.05280 -0.90976 1.73794 0.09
O -0.29067 -2.78878 0.02387 -0.06
H -0.10392 -1.93431 -0.39561 -0.01
H -0.63562 -2.54003 0.88646 0.03
O -1.38723 -0.99820 -2.10051 -0.05
H -1.91845 -0.72893 -2.85177 0.04
H -1.81065 -0.60272 -1.33252 0.03
```

## Properties
Lowest unoccupied orbital energy = 0.752 eV
HOMO level = -8.0 eV
Electronic energy = -365.4078 hartree
Gap between HOMO and LUMO = 8.76 eV
Molecular weight = 107.153 g mol⁻¹